Record 1
{"formula": "C5H11N2", "method": "ωB97M-V/def2-TZVPD", "elements": ["C", "C", "C", "C", "C", "N", "N", "H", "H", "H", "H", "H", "H", "H", "H", "H", "H", "H"], "xyz": [[1.8688, 1.0761, 0.3670], [-1.4579, -0.0794, -0.2978], [-0.4041, 0.6700, -0.9175], [-1.2812, -1.0298, 0.8722], [1.4636, -0.8275, -0.9281], [0.9574, 0.4321, -0.3576], [-1.3065, 1.3268, 0.0748], [2.9035, 0.7564, 0.2700], [1.7838, 1.9696, 0.9793], [-2.3147, -0.4154, -0.8579], [-0.2884, -0.7808, 1.4130], [-1.4159, -2.0750, 0.4664], [-2.2372, -1.0254, 1.4530], [1.7181, -0.7433, -2.0037], [2.3098, -0.9466, -0.3649], [0.7082, -1.6164, -0.9277], [-2.0956, 1.8776, -0.2842], [-0.9117, 1.4310, 1.0436]], "forces_ev_per_angstrom": [[-1.313, -0.360, -1.331], [-0.048, -2.697, 1.436], [2.741, 0.758, 0.019], [-0.261, -0.644, -0.182], [-1.283, 0.415, -2.432], [-0.055, 1.030, 0.335], [-0.445, 0.637, 0.875], [-0.306, -0.387, 0.136], [-0.946, 0.043, -0.442], [-0.328, 0.786, -0.501], [-1.900, -0.969, -0.439], [1.175, 0.863, 0.393], [1.105, 0.612, 0.319], [-0.074, 0.473, 0.612], [1.992, -1.627, 1.000], [0.203, 0.132, 0.705], [0.909, 0.575, 0.624], [-1.167, 0.361, -1.127]], "orbital_gap_ev": [8.47, 8.47], "de_lowest_ev": 4.515, "fmax_ev_per_a": 3.06, "charge": 1, "multiplicity": 1, "energy_ev": -8332.6044}

Record 2
{"formula": "C3H7NOS", "method": "ωB97M-V/def2-TZVPD", "elements": ["C", "C", "C", "H", "H", "H", "H", "H", "H", "H", "N", "O", "S"], "xyz": [[1.8728, 1.3412, 0.2892], [0.3024, -1.2326, 0.3906], [-2.7705, 0.7039, -0.1422], [0.6926, 1.6980, 1.0693], [2.1021, 2.0830, -0.9066], [2.8922, 1.1382, 1.2179], [0.3956, -2.3935, 0.1554], [0.0955, -1.2616, 1.5449], [-3.4502, -0.0274, -0.6137], [-2.8799, 1.9698, -0.1786], [-1.5477, 0.4881, 0.1731], [-1.1723, -0.8974, -0.0195], [1.4960, -0.2699, -0.4106]], "forces_ev_per_angstrom": [[-0.822, 1.365, 2.391], [-3.899, -1.272, 2.729], [1.572, 3.541, -0.596], [3.960, -0.643, -2.788], [-0.572, -2.122, 4.484], [-3.118, 1.297, -3.313], [-0.087, 2.732, -0.165], [1.398, 0.579, -1.871], [0.263, 0.474, 0.454], [-0.483, -3.965, 0.279], [0.195, -1.807, -0.208], [0.561, 0.398, -0.058], [1.032, -0.576, -1.337]], "orbital_gap_ev": 9.38, "de_lowest_ev": 8.067, "fmax_ev_per_a": 4.99, "multiplicity": 1, "energy_ev": -17589.8621}

Record 3
{"formula": "CH3Cl2OPS", "method": "ωB97M-V/def2-TZVPD", "elements": ["C", "O", "P", "S", "Cl", "Cl", "H", "H", "H"], "xyz": [[-0.4548, 0.2562, -0.7920], [-4.1778, -1.8498, -0.7812], [1.1132, 0.2607, 0.2594], [-4.9512, -0.6926, -0.5485], [-0.9443, 1.8212, -1.5755], [-4.2206, 0.3020, 1.1901], [-1.1830, -0.1588, -0.1537], [-0.4266, -0.5614, -1.5188], [0.5124, 1.2056, 1.0739]], "forces_ev_per_angstrom": [[1.322, -0.614, -0.731], [1.772, -2.633, -0.552], [-0.580, -0.064, -0.993], [-1.415, 3.078, 1.307], [0.213, -0.945, 0.574], [-0.305, -0.424, -0.770], [-1.461, 0.412, 1.082], [0.442, 0.630, -0.561], [0.011, 0.560, 0.645]], "orbital_gap_ev": [8.19, 7.16], "de_lowest_ev": 5.436, "fmax_ev_per_a": 3.63, "multiplicity": 1, "energy_ev": -48299.2165}

Record 4
{"formula": "CH2NO4S", "method": "ωB97M-V/def2-TZVPD", "elements": ["C", "N", "O", "O", "O", "O", "S", "H", "H"], "xyz": [[0.0328, -0.7317, 0.4391], [1.2726, -0.4137, -0.3860], [2.2200, 0.2380, 0.1353], [0.1342, -0.3514, 1.6417], [1.2487, -0.9244, -1.4822], [-0.6270, 2.1307, -0.0605], [-1.2111, 0.8712, -0.5759], [-2.3740, 0.5941, 0.2169], [-0.6962, -1.4128, 0.0716]], "forces_ev_per_angstrom": [[0.041, 4.116, 4.471], [1.370, 0.228, 1.470], [-2.565, -1.676, -1.731], [-0.292, -1.696, -1.980], [0.813, 0.149, -1.083], [0.367, 1.230, 0.525], [-1.020, -0.915, -0.620], [0.938, -0.061, -0.321], [0.348, -1.376, -0.732]], "orbital_gap_ev": [6.73, 6.73], "de_lowest_ev": 5.389, "fmax_ev_per_a": 6.08, "charge": -1, "multiplicity": 1, "energy_ev": -21581.3031}

Record 5
{"formula": "C4H4Cl3OP", "method": "ωB97M-V/def2-TZVPD", "elements": ["C", "C", "C", "C", "O", "P", "Cl", "Cl", "Cl", "H", "H", "H", "H"], "xyz": [[1.7192, -0.5149, 0.1199], [-1.6120, 0.8970, 0.1636], [0.6081, 0.0125, 0.4812], [-0.5589, 0.5241, 0.9456], [-2.0199, -3.0293, 0.8391], [-0.8165, -2.9439, 1.6739], [-0.6664, 0.6749, 2.6836], [0.4079, -4.5329, 1.1871], [-1.3583, -3.4010, 3.6001], [1.8442, -1.5874, 0.0438], [2.5879, 0.0670, -0.1564], [-2.5065, 1.3020, 0.5963], [-1.5589, 0.7728, -0.9036]], "forces_ev_per_angstrom": [[0.663, -0.316, -0.367], [-0.337, 0.107, -0.114], [-0.794, 0.001, 0.584], [0.564, -0.194, -0.112], [-0.216, 0.601, -0.471], [-0.308, -0.992, 0.289], [-0.104, 0.067, 0.127], [0.214, 0.379, 0.119], [0.350, 0.270, -0.004], [-0.025, -0.199, -0.019], [0.102, 0.231, -0.009], [-0.175, 0.054, 0.108], [0.067, -0.011, -0.131]], "orbital_gap_ev": [9.22, 4.99], "de_lowest_ev": 1.568, "fmax_ev_per_a": 1.08, "multiplicity": 1, "energy_ev": -53114.1726}

Record 6
{"formula": "C4H47F3NO25S2", "method": "ωB97M-V/def2-TZVPD", "elements": ["C", "S", "O", "O", "N", "S", "O", "O", "C", "C", "O", "C", "F", "F", "F", "H", "H", "H", "H", "H", "H", "H", "O", "H", "H", "O", "H", "H", "O", "H", "H", "O", "H", "H", "O", "H", "H", "O", "H", "H", "O", "H", "H", "O", "H", "H", "O", "H", "H", "O", "H", "H", "O", "H", "H", "O", "H", "H", "O", "H", "H", "O", "H", "H", "O", "H", "H", "O", "H", "H", "O", "H", "H", "O", "H", "H", "O", "H", "H", "O", "H", "H"], "xyz": [[5.6678, 0.0430, 0.7299], [6.1098, -1.6722, 0.5409], [6.6647, -2.1373, 1.7482], [7.0749, -1.6921, -0.4931], [4.8630, -2.5328, 0.0127], [3.6560, -2.5566, 1.0191], [3.4856, -3.8181, 1.6896], [3.6744, -1.5120, 1.9955], [2.1998, -2.4386, -0.0026], [1.5662, -1.0703, 0.0320], [1.2387, -0.7076, -1.3137], [0.2531, -1.0300, 0.8232], [-0.7824, -0.8772, -0.0221], [0.2452, 0.0085, 1.6172], [0.0341, -2.0500, 1.5431], [4.8239, 0.2650, 0.1092], [6.5070, 0.6630, 0.5081], [5.3539, 0.1704, 1.7425], [1.5430, -3.2567, 0.2324], [2.5109, -2.5958, -1.0114], [2.2229, -0.3125, 0.4171], [1.8948, -0.0653, -1.5951], [0.6775, 1.8697, 4.1743], [1.1159, 2.6382, 3.7873], [0.5543, 1.3131, 3.3989], [-1.5189, 1.5028, -1.3656], [-1.3436, 0.6573, -0.9185], [-2.0539, 1.2528, -2.1295], [-2.9288, 0.1740, 1.8447], [-2.8831, 1.1218, 1.6796], [-2.0788, -0.1623, 1.5316], [1.0257, 4.4611, 2.1651], [1.2360, 5.3419, 2.4910], [0.2054, 4.5844, 1.6658], [2.7876, -7.1063, 1.9456], [2.8879, -6.1571, 1.7844], [3.6235, -7.4800, 1.6483], [4.3237, 4.1236, 2.5222], [4.5403, 5.0036, 2.8440], [3.5077, 4.2523, 2.0125], [-3.6475, 3.2688, -2.8990], [-2.7007, 3.4187, -2.7926], [-4.0065, 3.3971, -2.0137], [0.3643, -4.7254, -0.2223], [0.5319, -5.5409, 0.2686], [-0.2151, -5.0014, -0.9398], [6.1287, -5.4851, 2.9587], [6.3419, -4.6855, 3.4525], [5.3374, -5.2288, 2.4650], [0.1171, 3.8044, -2.0748], [-0.2183, 2.9330, -1.8081], [-0.0181, 3.8258, -3.0296], [-0.7359, -6.6647, 1.6422], [-0.2638, -6.1560, 2.3125], [-0.5661, -7.5821, 1.8826], [-4.4860, -2.3097, 1.5119], [-4.0350, -1.4754, 1.3147], [-3.7753, -2.9142, 1.7486], [3.4622, 4.5557, 0.0680], [3.4702, 4.9317, -0.8183], [4.1600, 3.8906, 0.0427], [-5.0270, 0.6103, -4.0523], [-4.8558, 1.4213, -3.5540], [-5.8401, 0.8023, -4.5306], [-6.6797, 2.3933, -2.4985], [-7.4463, 1.9440, -2.1180], [-7.0605, 3.0052, -3.1376], [3.4939, 3.5440, -2.7644], [2.5627, 3.5681, -2.4927], [3.5422, 4.1577, -3.5050], [-3.8038, 0.0613, -1.1866], [-3.6292, 0.8674, -0.6896], [-4.6157, 0.2524, -1.6737], [-6.3052, -2.2438, -4.2629], [-5.7387, -1.4844, -4.4455], [-5.6891, -2.9539, -4.0560], [-9.3509, 1.6023, -0.6557], [-8.9335, 2.0721, 0.0751], [-9.1941, 0.6715, -0.4569], [-1.4412, 4.8951, 0.7148], [-1.3607, 5.3038, -0.1545], [-2.3585, 5.0379, 0.9706]], "forces_ev_per_angstrom": [[-0.735, -0.547, 0.507], [0.534, 0.141, -1.311], [0.058, -0.651, 2.991], [1.125, 0.289, -2.510], [-0.524, 0.799, 0.224], [-0.229, -1.402, 0.518], [0.007, -2.050, -0.031], [-0.399, 2.015, 0.367], [0.477, 0.411, 0.239], [-0.270, -0.385, -1.315], [-0.090, 0.498, -0.110], [1.878, 0.794, -2.099], [-1.143, -0.167, -0.208], [-0.316, 2.152, 1.301], [-0.688, -2.697, 1.642], [-0.327, 0.210, -0.571], [0.662, 0.150, -0.294], [-0.148, 0.205, 0.643], [-0.123, 0.045, 0.322], [0.347, -0.143, -0.644], [0.318, 0.135, 0.664], [0.030, -0.016, -0.134], [0.012, 0.136, -0.274], [-0.019, 0.167, 0.097], [-0.020, -0.209, 0.155], [0.232, 0.213, -0.007], [0.150, 0.267, -0.306], [-0.070, -0.198, 0.136], [0.099, 0.087, -0.133], [0.060, -0.034, 0.123], [-0.162, 0.096, 0.108], [0.030, 0.089, 0.186], [0.027, -0.071, 0.015], [-0.008, -0.104, -0.009], [-0.089, 0.093, -0.149], [0.092, 0.135, 0.077], [-0.014, 0.035, 0.069], [-0.169, -0.013, 0.305], [0.051, -0.059, -0.045], [0.161, -0.023, 0.101], [0.010, 0.000, 0.064], [-0.016, -0.012, 0.037], [-0.067, -0.042, -0.060], [-0.137, -0.337, -0.222], [-0.165, -0.014, 0.028], [-0.017, 0.039, 0.076], [-0.199, -0.100, 0.091], [0.038, 0.050, -0.192], [0.085, 0.196, -0.007], [0.017, 0.136, -0.348], [-0.132, -0.180, 0.238], [0.067, 0.002, 0.076], [0.031, -0.089, 0.113], [-0.026, -0.009, -0.016], [0.096, 0.053, -0.036], [0.071, -0.034, -0.058], [-0.125, 0.001, 0.071], [-0.055, 0.011, -0.016], [-0.012, 0.170, -0.403], [-0.046, -0.173, -0.019], [0.032, 0.047, 0.047], [0.071, -0.143, -0.208], [0.047, 0.027, -0.084], [-0.007, 0.072, 0.134], [-0.150, 0.137, 0.034], [-0.051, -0.002, 0.087], [0.058, 0.035, 0.066], [-0.306, 0.219, -0.011], [0.092, -0.071, 0.065], [0.050, -0.097, -0.027], [-0.359, 0.130, -0.132], [0.029, -0.117, 0.098], [0.019, -0.258, -0.093], [0.028, -0.021, -0.151], [0.077, 0.015, 0.218], [-0.046, 0.042, 0.041], [0.294, -0.046, -0.038], [-0.065, 0.005, -0.012], [-0.073, 0.014, -0.025], [-0.259, 0.137, -0.127], [0.194, -0.166, -0.064], [0.101, -0.020, 0.123]], "orbital_gap_ev": 7.08, "fmax_ev_per_a": 3.23, "charge": -1, "multiplicity": 1, "energy_ev": -87413.3486}